ORCA calculation (wB97M-V/def2-TZVPD) on a 9-piece molecular cluster, C22H54BF4N3O5 overall in a non-equilibrium geometry.

## Properties
E_LUMO, eV: -0.43
Largest force on an atom, eV/Å: 8.03
Orbital gap, Ha: 0.3250
Molar mass, g/mol: 527.49
Energy above the lowest of the compared OMol25 structures with the same formula, charge and spin, kJ/mol: 78.4

CARTESIAN COORDINATES (ANGSTROEM)
C1 -99.353 -60.201 24.118
C2 -99.511 -60.713 22.715
C3 -100.122 -62.141 22.628
N1 -100.106 -62.718 21.216
C4 -98.793 -62.682 20.594
C5 -101.124 -61.923 20.367
C6 -101.890 -62.985 19.463
C7 -101.422 -64.337 19.907
C8 -100.719 -64.102 21.280
H1 -98.974 -59.124 24.468
H2 -98.666 -60.915 24.652
H3 -100.233 -60.388 24.742
H4 -98.539 -60.749 22.236
H5 -99.964 -59.956 22.031
H6 -101.096 -61.914 23.020
H7 -99.607 -62.774 23.220
H8 -98.506 -61.642 20.422
H9 -98.895 -62.973 19.657
H10 -97.992 -63.362 21.207
H11 -100.603 -61.338 19.488
H12 -101.861 -61.346 21.080
H13 -101.807 -62.789 18.512
H14 -103.005 -62.966 19.728
H15 -100.783 -64.722 19.241
H16 -102.244 -64.952 20.037
H17 -100.145 -65.012 21.293
H18 -101.510 -64.079 22.028
B1 -104.782 -64.336 21.924
F1 -103.807 -63.417 22.174
F2 -104.486 -65.457 22.676
F3 -106.089 -63.950 22.180
F4 -104.761 -64.613 20.601
C9 -108.047 -62.468 25.232
C10 -107.134 -62.643 26.362
N2 -106.350 -62.766 27.172
H19 -108.777 -63.298 25.134
H20 -108.616 -61.668 25.438
H21 -107.415 -62.583 24.443
C11 -107.205 -61.229 19.583
C12 -108.337 -61.994 19.119
N3 -109.295 -62.592 18.663
H22 -107.509 -60.152 20.083
H23 -106.875 -61.671 20.508
H24 -106.468 -60.972 18.857
C13 -103.843 -69.063 19.600
C14 -103.811 -67.702 20.067
O1 -103.454 -67.782 21.459
H25 -104.056 -68.890 18.493
H26 -104.669 -69.624 20.033
H27 -102.856 -69.556 19.481
H28 -104.772 -67.090 20.125
H29 -103.133 -67.115 19.688
H30 -103.499 -66.842 21.620
C15 -109.505 -66.487 20.049
C16 -108.068 -66.129 20.783
O2 -108.343 -65.126 21.667
H31 -110.110 -65.707 19.432
H32 -110.273 -66.605 20.861
H33 -109.286 -67.252 19.336
H34 -107.273 -65.714 20.078
H35 -107.585 -66.972 21.279
H36 -107.708 -64.751 22.103
C17 -104.488 -59.298 24.629
C18 -104.126 -60.584 24.145
O3 -104.607 -60.724 22.774
H37 -104.254 -59.198 25.649
H38 -105.599 -59.329 24.471
H39 -103.924 -58.494 23.948
H40 -104.762 -61.469 24.632
H41 -103.124 -61.015 24.100
H42 -104.449 -61.538 22.499
C19 -107.084 -67.636 26.132
C20 -107.090 -66.581 25.028
O4 -108.281 -66.655 24.327
H43 -107.794 -67.412 26.942
H44 -106.002 -67.718 26.647
H45 -107.101 -68.650 25.892
H46 -106.141 -66.975 24.556
H47 -106.768 -65.605 25.306
H48 -108.287 -66.243 23.553
C21 -103.207 -65.514 26.717
C22 -103.666 -64.324 25.965
O5 -102.895 -64.291 24.791
H49 -102.097 -65.312 26.779
H50 -103.410 -66.417 26.183
H51 -103.759 -65.515 27.726
H52 -103.619 -63.401 26.633
H53 -104.639 -64.459 25.610
H54 -103.492 -64.563 23.983

Atom charges from the Mulliken analysis, given in e for atoms 1 to 5: -1.304 -0.352 -0.726 0.747 -1.248